The following is a quantum chemistry calculation of an isolated molecule of C5H8O, from the Open Molecules 2025 dataset.

For the gap between HOMO and LUMO, the calculation gives 10.55 eV. As for the SMILES: CC#CCOC. The value obtained for the molar mass is 84.118 g/mol. The calculated total energy is -7359.7402 eV. The LUMO energy comes out at 1.0 eV. For the energy relative to the best compared isomer or geometry (same formula, charge and spin), the calculation gives 58.0 kcal per mole. The value obtained for the HOMO energy is -9.566 eV. The calculation puts the largest force on an atom at 0.55 eV/Å. Its net charge is 0.

XYZ file:
```
14
Properties=species:S:1:pos:R:3:forces:R:3
O -1.90636 -1.08847 -0.26365 0.05 -0.09 0.06
C 0.39400 -0.24610 -0.49306 0.51 0.20 0.03
C -0.81437 -0.83046 -1.10405 0.16 -0.04 -0.26
C -2.54090 0.08080 0.19064 -0.16 0.23 0.13
C 2.86696 0.68752 -0.16399 0.09 -0.01 0.05
C 1.49188 0.19890 -0.26530 -0.46 -0.21 -0.21
H 3.52527 -0.07112 0.27387 -0.13 0.17 -0.02
H 3.22597 0.89497 -1.17768 0.02 0.02 0.17
H -1.90884 0.64084 0.89379 -0.06 -0.07 -0.10
H -1.11247 -0.16241 -1.92895 -0.05 -0.11 0.09
H -3.45818 -0.23191 0.69436 0.14 0.08 -0.02
H 2.95113 1.60973 0.41942 -0.08 -0.18 -0.05
H -2.80479 0.74170 -0.64987 0.04 -0.09 0.11
H -0.53157 -1.79247 -1.54165 -0.08 0.10 0.05
```
Positions in Å, forces in eV/Å.



The following is a quantum chemistry calculation of a structure of composition C5H8O, from the Open Molecules 2025 dataset.

For the gap between HOMO and LUMO, the calculation gives 10.17 eV. The value obtained for the molar mass is 84.118 g/mol. The calculated total energy is -7359.0069 eV. The LUMO energy comes out at 1.1 eV. For the energy relative to the best compared isomer or geometry (same formula, charge and spin), the calculation gives 74.9 kcal per mole. The value obtained for the HOMO energy is -9.047 eV. The calculation puts the largest force on an atom at 0.36 eV/Å. Its net charge is 0.

XYZ file:
```
14
Properties=species:S:1:pos:R:3:forces:R:3
O 1.57644 -0.49277 0.92501 0.02 0.01 0.07
C -2.90684 -0.13729 0.26867 0.12 0.02 0.01
C 1.80003 0.61685 -0.80497 0.02 0.07 0.09
C -1.60143 0.09655 0.33595 -0.13 -0.02 -0.01
C 1.78025 0.80949 0.51539 0.06 0.22 -0.02
C 1.57459 -0.84109 -0.49772 -0.03 -0.27 -0.22
H -3.52246 0.28238 -0.52372 0.10 -0.05 0.11
H 1.91740 1.21546 -1.69468 -0.01 -0.08 0.16
H 1.86799 1.60903 1.24332 -0.01 -0.10 -0.14
H -3.41714 -0.75517 1.00378 0.10 0.08 -0.10
H -1.09315 0.71974 -0.39745 -0.13 -0.09 0.10
H -0.97340 -0.32069 1.12035 -0.16 0.05 -0.10
H 2.39107 -1.53443 -0.71647 -0.11 0.10 0.02
H 0.60663 -1.26807 -0.77746 0.14 0.06 0.03
```
Positions in Å, forces in eV/Å.



The following is a quantum chemistry calculation of an isolated molecule of C5H8O, from the Open Molecules 2025 dataset.

For the gap between HOMO and LUMO, the calculation gives 8.51 eV. The value obtained for the molar mass is 84.118 g/mol. The calculated total energy is -7357.8289 eV. The LUMO energy comes out at 0.1 eV. For the energy relative to the best compared isomer or geometry (same formula, charge and spin), the calculation gives 102.1 kcal per mole. The value obtained for the HOMO energy is -8.449 eV. The calculation puts the largest force on an atom at 0.47 eV/Å. Its net charge is 0.

XYZ file:
```
14
Properties=species:S:1:pos:R:3:forces:R:3
O 2.23416 -1.80482 -0.13899 0.17 -0.05 -0.09
C -0.42384 0.40422 0.38705 0.46 -0.04 0.09
C 1.88793 -0.52486 0.36674 -0.17 0.13 0.16
C 0.68294 -0.05706 -0.38277 -0.15 0.02 0.37
C -1.75743 -0.10192 -0.24892 -0.24 -0.05 -0.17
C -1.41483 1.31228 -0.36414 -0.14 0.08 -0.17
H -0.45514 0.45097 1.47999 0.17 0.07 -0.18
H 1.78925 -0.63051 1.45846 -0.07 -0.03 -0.13
H 2.69838 0.21200 0.18390 -0.30 -0.05 0.01
H -1.64301 -0.74650 -1.11232 -0.02 0.13 0.15
H 1.88615 -1.81372 -1.04129 0.07 -0.05 -0.04
H -2.49811 -0.41082 0.48249 0.17 0.07 -0.09
H -1.03933 1.67233 -1.31449 -0.13 -0.04 0.12
H -1.94714 2.03841 0.24429 0.18 -0.19 -0.03
```
Positions in Å, forces in eV/Å.



The following is a quantum chemistry calculation of a structure of composition C5H8O at a distorted geometry, from the Open Molecules 2025 dataset.

For the gap between HOMO and LUMO (spin up / spin down), the calculation gives 8.23 / 8.23 eV. The value obtained for the molar mass is 84.118 g/mol. The calculated total energy is -7357.6299 eV. The LUMO energy (spin up / spin down) comes out at -0.7 / -0.7 eV. For the energy relative to the best compared isomer or geometry (same formula, charge and spin), the calculation gives 106.7 kcal per mole. The value obtained for the HOMO energy (spin up / spin down) is -8.927 / -8.926 eV. The calculation puts the largest force on an atom at 2.64 eV/Å. Its net charge is 0.

XYZ file:
```
14
Properties=species:S:1:pos:R:3:forces:R:3
O -1.76981 0.34832 0.64175 0.29 1.70 0.67
C 1.39683 0.24647 0.17135 -0.09 0.04 0.40
C -0.25839 -1.34948 -0.25490 -0.35 0.33 0.01
C 0.29014 0.99104 -0.36702 -0.43 0.71 0.63
C -0.93982 0.08022 -0.41517 0.51 -0.10 -0.14
C 1.02993 -1.03684 0.41098 0.06 0.37 -0.02
H -0.87336 -2.09704 0.25556 -0.05 0.32 -0.05
H -0.06671 -1.70379 -1.27989 0.02 -0.07 0.28
H -1.27071 1.46296 0.99707 -0.90 -2.35 -0.80
H 0.44316 1.80797 -1.06378 -0.03 -0.06 -0.04
H 2.36637 0.68518 0.37664 -0.15 -0.05 0.18
H -0.49877 2.13957 0.89965 1.01 -0.95 -1.10
H 1.57788 -1.73757 1.04034 0.09 0.07 -0.47
H -1.42674 0.16297 -1.41258 0.01 0.05 0.44
```
Positions in Å, forces in eV/Å.



The following is a quantum chemistry calculation of an isolated molecule of C5H8O at a distorted geometry, from the Open Molecules 2025 dataset.

For the gap between HOMO and LUMO, the calculation gives 11.01 eV. As for the SMILES: C=CCCC=O. The value obtained for the molar mass is 84.118 g/mol. The calculated total energy is -7360.5115 eV. The LUMO energy comes out at 1.1 eV. For the energy relative to the best compared isomer or geometry (same formula, charge and spin), the calculation gives 40.2 kcal per mole. The value obtained for the HOMO energy is -9.933 eV. The calculation puts the largest force on an atom at 2.07 eV/Å. Its net charge is 0.

XYZ file:
```
14
Properties=species:S:1:pos:R:3:forces:R:3
O 0.53361 -2.98890 -1.59220 -0.05 0.05 -0.14
C 0.79820 -1.89378 -1.17807 0.28 -0.61 0.46
C -0.10300 -0.71249 -1.12920 -1.84 0.45 -0.36
C -0.10014 1.31479 0.48625 -0.31 -0.87 -0.57
C -0.34604 -0.20044 0.30483 1.50 1.36 0.44
C -0.25421 1.91803 1.65019 -0.54 1.25 0.74
H 0.34822 -0.02570 -1.85249 0.22 0.63 0.57
H 1.81710 -1.69564 -0.74702 -0.29 0.00 -0.14
H -0.68718 1.40964 2.50940 0.38 -0.45 -0.09
H 0.10860 1.80278 -0.46291 0.40 0.44 0.39
H -0.13730 2.99639 1.89452 0.13 -0.78 -0.83
H 0.43453 -0.70321 0.88423 -0.27 0.03 0.52
H -1.31704 -0.36048 0.79350 0.19 -0.74 -0.72
H -1.09533 -0.86099 -1.56104 0.19 -0.74 -0.27
```
Positions in Å, forces in eV/Å.



The following is a quantum chemistry calculation of an isolated molecule of C5H8O, from the Open Molecules 2025 dataset.

For the gap between HOMO and LUMO, the calculation gives 9.35 eV. The value obtained for the molar mass is 84.118 g/mol. The calculated total energy is -7359.0928 eV. The LUMO energy comes out at 1.0 eV. For the energy relative to the best compared isomer or geometry (same formula, charge and spin), the calculation gives 72.9 kcal per mole. The value obtained for the HOMO energy is -8.344 eV. The calculation puts the largest force on an atom at 0.99 eV/Å. Its net charge is 0.

XYZ file:
```
14
Properties=species:S:1:pos:R:3:forces:R:3
O -1.49300 -1.77244 0.53670 0.65 -0.18 -0.02
C 1.14822 0.07700 -0.94358 0.18 0.08 -0.19
C -0.22180 -1.47395 0.30154 0.21 0.22 -0.06
C -1.15201 0.94423 0.00074 -0.07 -0.01 0.01
C -0.02881 -0.06350 0.01679 -0.10 -0.17 0.04
C 1.36222 0.34185 0.49500 0.22 0.13 0.08
H -1.64689 0.98805 0.97672 0.06 0.02 -0.14
H -1.90529 0.67069 -0.74527 0.08 0.07 0.09
H 1.08289 0.91546 -1.62775 0.01 -0.04 0.10
H 1.44892 1.36876 0.83295 -0.02 -0.09 -0.08
H 1.55095 -0.84034 -1.36283 -0.09 0.20 0.09
H -1.35920 -2.71117 0.70331 -0.95 -0.26 0.15
H 1.91451 -0.39120 1.07525 -0.12 0.15 -0.12
H -0.77129 1.94186 -0.23999 -0.07 -0.12 0.03
```
Positions in Å, forces in eV/Å.



The following is a quantum chemistry calculation of an isolated molecule of C5H8O at a distorted geometry, from the Open Molecules 2025 dataset.

For the gap between HOMO and LUMO, the calculation gives 10.49 eV. As for the SMILES: CC(=O)C1CC1. The value obtained for the molar mass is 84.118 g/mol. The calculated total energy is -7360.1661 eV. The LUMO energy comes out at 1.1 eV. For the energy relative to the best compared isomer or geometry (same formula, charge and spin), the calculation gives 48.2 kcal per mole. The value obtained for the HOMO energy is -9.407 eV. The calculation puts the largest force on an atom at 4.55 eV/Å. Its net charge is 0.

XYZ file:
```
14
Properties=species:S:1:pos:R:3:forces:R:3
O -0.75376 -0.99713 1.14889 -0.28 0.59 -0.26
C -0.04828 -1.22821 -1.42174 3.18 0.35 -2.10
C 0.48775 0.90959 2.02083 -0.38 0.62 -4.49
C -0.84792 -0.04694 -1.39670 -0.36 0.63 0.46
C -0.05504 -0.06302 0.80833 2.15 -0.23 3.15
C 0.42479 0.08869 -0.59519 -0.94 -1.80 0.70
H 1.48001 0.64562 2.33771 0.03 -0.69 0.68
H -1.61546 -0.13488 -0.68863 -1.75 0.45 0.04
H -0.90422 0.57229 -2.24045 -0.56 0.54 -1.08
H 0.47865 -1.29893 -2.43609 -0.41 -0.28 1.77
H 0.67159 1.86853 1.49333 -0.13 -0.10 0.36
H 1.25272 0.75909 -0.80587 -0.26 -0.32 -0.33
H -0.26119 -2.17196 -0.92084 -0.04 0.64 0.09
H -0.30964 1.09726 2.69642 -0.25 -0.40 1.00
```
Positions in Å, forces in eV/Å.



The following is a quantum chemistry calculation of an isolated molecule of C5H8O at a distorted geometry, from the Open Molecules 2025 dataset.

For the gap between HOMO and LUMO, the calculation gives 9.68 eV. As for the SMILES: C1C[C@H]2OC[C@@H]12. The value obtained for the molar mass is 84.118 g/mol. The calculated total energy is -7358.3719 eV. The LUMO energy comes out at 1.2 eV. For the energy relative to the best compared isomer or geometry (same formula, charge and spin), the calculation gives 89.6 kcal per mole. The value obtained for the HOMO energy is -8.502 eV. The calculation puts the largest force on an atom at 3.11 eV/Å. Its net charge is 0.

XYZ file:
```
14
Properties=species:S:1:pos:R:3:forces:R:3
O -1.46729 -0.74379 0.37760 -0.33 -0.56 0.88
C -1.42138 0.69112 0.47394 -0.38 0.09 0.00
C -0.38977 -0.81765 -0.53303 0.20 -0.24 0.40
C 1.11377 0.58327 0.29793 0.16 -0.08 -0.12
C -0.21886 0.82692 -0.44289 -0.20 -2.13 0.12
C 1.05166 -0.90634 -0.07249 0.32 -0.53 0.39
H 1.01676 0.73847 1.38167 -0.18 0.12 -0.37
H 1.70308 -1.09535 -0.93485 -0.21 -0.20 0.14
H 1.21276 -1.65613 0.69240 0.43 -0.17 0.24
H 2.01028 1.11628 -0.02790 -0.20 -0.01 -0.08
H -2.35880 1.14073 0.13442 -0.01 -0.08 -0.03
H -0.34772 0.62578 -1.48297 0.19 2.73 -1.49
H -1.24574 0.99284 1.51799 0.09 0.12 -0.37
H -0.65875 -1.49616 -1.38181 0.12 0.93 0.29
```
Positions in Å, forces in eV/Å.